Entry 1:
Entry from the Open Molecules 2025 dataset: a molecular structure, C23H44NOP3Rh in a non-equilibrium geometry (ωB97M-V with the def2-TZVPD basis set).

The geometry in XYZ format:
```
73
Properties=species:S:1:pos:R:3:mulliken_charge:R:1
Rh 0.9166 1.1291 -0.8624 -0.509
P -3.6425 -1.2069 -0.5847 0.674
P 1.5177 0.0672 1.3882 1.615
P 1.9539 -0.6642 -1.7187 1.643
H 1.2907 4.5668 -1.7385 0.414
C 0.9705 3.4703 -1.9350 -0.346
C -0.3707 3.2331 -1.6915 -0.677
H -0.8851 3.9470 -0.9706 0.423
C -5.2323 -1.8742 0.0959 -1.218
C -2.3173 -1.9383 0.4937 -0.798
C -3.5025 -2.3807 -1.9988 -0.875
C 3.0912 0.9075 1.7863 -1.422
C 0.3726 0.5147 2.7649 -1.291
C 1.7769 -1.6870 1.9420 -1.604
C 1.4372 -1.1241 -3.4174 -1.531
C 1.9828 -2.3988 -1.0708 -1.299
C 3.7092 -0.1595 -1.9701 -1.515
H 1.6151 2.8714 -2.6208 0.067
H -1.1157 2.9725 -2.4643 0.461
H -6.0712 -1.2640 -0.2658 0.415
H -5.2171 -1.8207 1.1921 0.412
H -5.3826 -2.9071 -0.2431 0.442
H -2.1102 -1.3190 1.3857 0.372
H -1.3737 -2.0146 -0.0897 -0.037
H -2.6088 -2.9352 0.8269 0.554
H -3.6160 -1.8207 -2.9321 0.299
H -4.2793 -3.1551 -1.9454 0.433
H -2.5122 -2.8501 -1.9796 0.317
H 3.7980 0.1978 2.2579 0.460
H 2.9071 1.7435 2.4836 0.375
H 3.5618 1.3265 0.8760 0.268
H 0.5432 -0.1758 3.6038 0.547
H -0.6710 0.4155 2.4342 0.201
H 0.5460 1.5409 3.1128 0.375
H 2.7870 -2.0288 1.6894 0.399
H 1.0273 -2.3498 1.4902 0.319
H 1.6469 -1.7303 3.0316 0.522
H 1.8072 -2.1322 -3.6307 0.559
H 1.8378 -0.4340 -4.1649 0.419
H 0.3445 -1.1350 -3.4880 0.318
H 2.1430 -3.0680 -1.9253 0.561
H 1.0180 -2.6508 -0.6186 0.119
H 2.7864 -2.5601 -0.3433 0.393
H 3.9214 -0.2739 -3.0388 0.443
H 4.3749 -0.8088 -1.3884 0.429
H 3.8623 0.8853 -1.6762 0.352
C -2.5310 0.7573 -3.9276 0.190
C -1.4795 0.8202 -2.9856 1.610
C -0.1994 1.1534 -3.4501 0.576
C 0.0552 1.4281 -4.8037 -1.133
C -0.9367 1.1039 -5.7400 -0.792
C -2.2328 0.8076 -5.3016 -0.584
O -3.8393 0.5031 -3.5970 -0.591
H -3.9541 0.3315 -2.6545 0.242
H -1.7421 0.8445 -1.9356 -0.613
H 0.6504 1.1658 -2.6561 -0.111
H 1.0273 1.7842 -5.1758 0.562
H -0.7413 1.0563 -6.8191 0.435
H -3.0845 0.7039 -5.9746 0.492
C -0.9181 5.7588 3.0022 -1.500
C -0.5043 4.6309 2.0818 0.772
C 0.8417 4.5363 1.7302 -0.991
C 1.3016 3.4906 0.9376 -0.952
N 0.4025 2.5666 0.5173 1.469
C -0.9239 2.6293 0.7946 -0.595
C -1.3790 3.6434 1.6185 -0.655
H -0.2163 5.7790 3.8619 0.387
H -0.8650 6.7449 2.5057 0.342
H -1.9514 5.6187 3.3689 0.390
H 1.5602 5.2864 2.0842 0.495
H 2.3617 3.3900 0.6301 0.514
H -1.6232 1.9343 0.2730 0.125
H -2.4340 3.6584 1.9141 0.433
```

**ΔE to the lowest compared entry with this formula, charge and spin**: 4.656 eV
**Highest occupied orbital energy (alpha / beta)**: -15.3116 / -16.6041 eV
**Orbital gap (alpha / beta)**: 6.544 / 3.784 eV
**Total charge**: +3
**Multiplicity**: 5

Entry 2:
Entry from the Open Molecules 2025 dataset: a molecular structure, C23H44NP3SeW in a non-equilibrium geometry (ωB97M-V with the def2-TZVPD basis set).

The geometry in XYZ format:
```
73
Properties=species:S:1:pos:R:3:mulliken_charge:R:1
W -0.2168 -0.4181 -0.6727 0.016
P 0.1894 1.6007 0.9907 0.804
P -2.5916 0.0792 -0.6777 1.226
P 2.1590 -0.6683 -1.1057 1.125
H -1.7119 -2.6388 -2.9153 0.450
C -0.6327 -2.3672 -2.7302 -1.695
C -0.3816 -2.3740 -1.2845 0.302
H -1.3598 -2.0643 -0.7455 0.030
C 0.3989 3.3129 0.3545 -1.300
C -1.1252 1.8538 2.2527 -0.995
C 1.6373 1.5888 2.1232 -1.148
C -3.3897 -0.8599 -2.0267 -1.325
C -3.6300 -0.3819 0.7432 -1.486
C -3.0963 1.7941 -1.0140 -1.164
C 2.4824 -1.8719 -2.4385 -1.343
C 3.1467 -1.2981 0.2954 -1.417
C 3.1055 0.7863 -1.6691 -1.119
H 0.0347 -3.1134 -3.2254 0.669
H 0.1921 -3.1707 -0.8203 0.744
H 0.6251 3.9978 1.1861 0.522
H -0.5071 3.6634 -0.1508 0.377
H 1.2341 3.3573 -0.3530 0.376
H -0.8167 2.6519 2.9435 0.604
H -1.2738 0.9389 2.8370 0.126
H -2.0737 2.1518 1.7921 0.327
H 1.6595 2.5324 2.6863 0.614
H 2.5735 1.5033 1.5659 0.380
H 1.5685 0.7724 2.8472 0.149
H -4.4466 -0.5726 -2.0478 0.576
H -3.3278 -1.9392 -1.8478 0.438
H -2.9367 -0.6336 -2.9971 0.344
H -4.6227 0.0746 0.6358 0.577
H -3.2038 -0.0474 1.6947 0.322
H -3.7545 -1.4718 0.7861 0.467
H -4.1955 1.8005 -1.0542 0.567
H -2.7013 2.1330 -1.9800 0.328
H -2.7609 2.4893 -0.2352 0.334
H 3.5551 -1.8450 -2.6777 0.568
H 1.9209 -1.6196 -3.3474 0.327
H 2.2057 -2.8882 -2.1292 0.402
H 4.2170 -1.2204 0.0475 0.604
H 2.9132 -2.3553 0.4930 0.483
H 2.9686 -0.7157 1.2099 0.263
H 4.1474 0.4701 -1.8307 0.576
H 3.0827 1.5964 -0.9277 0.318
H 2.6973 1.1659 -2.6151 0.275
C 0.4165 0.3479 -4.9621 0.843
C 0.1691 -0.8902 -5.5378 0.046
C 0.4793 -1.1044 -6.9067 -0.824
C 0.9892 -0.0276 -7.6577 -0.477
C 1.2437 1.2153 -7.0551 -0.756
C 0.9781 1.4027 -5.6822 -0.413
Se -0.1924 0.8427 -2.9675 -0.133
H -0.6545 -0.6289 -3.1323 0.187
H -0.2696 -1.6906 -4.9334 0.275
H 0.3263 -2.0920 -7.3813 0.427
H 1.1925 -0.1613 -8.7316 0.425
H 1.6277 2.0472 -7.6389 0.443
H 1.1766 2.3562 -5.1954 0.423
N -0.1910 -1.8834 1.1047 -0.611
C -0.3348 -1.6062 2.5487 0.401
C 0.8149 -1.4156 3.3001 -0.632
C 0.7074 -1.2735 4.6962 -0.450
C -0.5517 -1.3499 5.2976 -0.668
C -1.7015 -1.5666 4.5292 -0.813
C -1.5831 -1.7071 3.1390 -0.804
H 0.6756 -2.4215 1.0188 0.370
H -0.9078 -2.6115 0.9270 0.644
H 1.7903 -1.4577 2.7908 0.442
H 1.6077 -1.0909 5.2919 0.495
H -0.6443 -1.2521 6.3752 0.455
H -2.6905 -1.5975 4.9668 0.496
H -2.4184 -2.0008 2.5027 0.590
```

**Highest occupied orbital energy (alpha / beta)**: -19.9404 / -19.9586 eV
**Orbital gap (alpha / beta)**: 4.708 / 4.489 eV
**Total charge**: +4
**Multiplicity**: 3

Entry 3:
Entry from the Open Molecules 2025 dataset: a molecular structure, C23H45BNO27PS2 in a non-equilibrium geometry (ωB97M-V with the def2-TZVPD basis set).

The geometry in XYZ format:
```
100
Properties=species:S:1:pos:R:3:mulliken_charge:R:1
C -0.7703 -1.4132 -2.9781 -1.328
C 0.5669 -0.9461 -2.4344 -0.192
O 0.4206 0.2305 -1.6292 -0.439
B 1.2620 0.4619 -0.6163 0.383
O 1.9271 -0.5001 0.0949 -0.470
C 1.3923 2.0016 -0.1397 1.486
N 0.2679 2.5274 0.6236 -0.643
C -0.8578 2.0887 0.4374 0.773
O -1.9594 1.7372 0.3510 -0.468
O 2.5608 2.0722 0.7970 -0.270
S 2.8629 3.6009 1.0844 0.842
O 4.2428 3.8900 0.9130 -0.667
O 2.2907 4.0369 2.2994 -0.526
O 2.0907 4.1954 -0.1944 -0.373
C 1.8822 3.0876 -1.0932 -0.683
P 0.9105 3.6047 -2.5473 0.799
O 1.1961 2.3616 -3.5109 -0.459
O 1.7754 4.8097 -3.1397 -0.559
S -0.8963 4.1219 -2.2727 -0.353
H -1.4377 -0.5826 -3.1945 0.338
H -1.2661 -2.0203 -2.2197 0.351
H -0.6279 -2.0484 -3.8478 0.363
H 1.0048 -1.7456 -1.8392 0.307
H 1.2479 -0.7031 -3.2494 0.301
H 2.8692 -0.5618 -0.0641 0.276
H 2.8927 2.8467 -1.4490 0.529
H 0.6531 2.4711 -4.3032 0.329
H 2.7313 4.6827 -3.1169 0.353
C 6.3118 -2.0176 4.7132 -0.552
O 6.3440 -0.5916 4.6086 -0.364
C 5.1857 -0.0529 4.2302 0.784
O 4.1809 -0.6668 3.9704 -0.581
O 5.3278 1.2657 4.1817 -0.405
C 4.1399 1.9703 3.7913 -0.214
H 7.3081 -2.3243 5.0155 0.277
H 5.5876 -2.3332 5.4613 0.288
H 6.0678 -2.4671 3.7531 0.210
H 3.3428 1.7870 4.5092 0.225
H 3.8327 1.6463 2.8011 0.016
H 4.3923 3.0248 3.7884 0.356
C -2.0032 -0.6983 -8.3588 -0.472
O -2.3446 0.0986 -7.2187 -0.246
C -3.6550 0.3169 -7.0967 0.730
O -4.5028 -0.0918 -7.8462 -0.560
O -3.8710 1.0400 -6.0022 -0.235
C -5.2522 1.3244 -5.7511 -0.661
H -0.9230 -0.8069 -8.3454 0.209
H -2.4668 -1.6803 -8.2964 0.141
H -2.3058 -0.2043 -9.2793 0.298
H -5.8133 0.4026 -5.6144 0.304
H -5.6789 1.8996 -6.5698 0.299
H -5.2682 1.9094 -4.8370 0.204
C 0.2780 2.1268 3.8216 -0.469
O -1.0208 1.5947 4.1231 -0.291
C -1.5195 1.9852 5.2896 0.768
O -0.9831 2.7182 6.0805 -0.555
O -2.7240 1.4329 5.4395 -0.346
C -3.3613 1.7660 6.6741 -0.402
H 0.5554 1.7317 2.8553 -0.121
H 0.2418 3.2111 3.7683 0.417
H 1.0059 1.8112 4.5668 0.374
H -3.5029 2.8415 6.7560 0.059
H -2.7792 1.4074 7.5208 0.294
H -4.3296 1.2750 6.6670 0.238
C -7.5291 7.2969 6.1055 -0.630
O -6.5241 6.4583 6.6825 -0.318
C -5.3226 6.5784 6.1174 0.791
O -5.0470 7.3080 5.2022 -0.541
O -4.4850 5.7533 6.7400 -0.313
C -3.1458 5.7742 6.2320 -0.698
H -8.4383 7.0911 6.6617 0.214
H -7.2581 8.3456 6.2078 0.296
H -7.6717 7.0562 5.0540 0.294
H -2.7068 6.7642 6.3340 0.399
H -3.1278 5.4713 5.1868 0.299
H -2.5839 5.0598 6.8262 0.199
C -4.4810 -4.6956 -8.7654 -0.574
O -3.8340 -5.9535 -8.9800 -0.310
C -2.6436 -5.8620 -9.5663 0.806
O -2.1028 -4.8427 -9.9102 -0.543
O -2.1517 -7.0903 -9.7102 -0.320
C -0.8662 -7.1412 -10.3361 -0.624
H -5.4312 -4.9201 -8.2916 0.236
H -3.8841 -4.0627 -8.1120 0.216
H -4.6563 -4.1864 -9.7107 0.295
H -0.1310 -6.5981 -9.7459 0.294
H -0.9122 -6.7238 -11.3398 0.294
H -0.6036 -8.1933 -10.3818 0.217
C 4.0779 -5.1028 3.1815 -0.621
O 5.3421 -5.3614 3.8042 -0.220
C 5.5466 -6.6365 4.1287 0.749
O 4.7808 -7.5438 3.9388 -0.545
O 6.7461 -6.7336 4.6997 -0.308
C 7.0987 -8.0608 5.1035 -0.641
H 4.0587 -4.0345 2.9861 0.141
H 3.9913 -5.6577 2.2496 0.320
H 3.2617 -5.3703 3.8487 0.323
H 7.1260 -8.7276 4.2443 0.296
H 6.3908 -8.4379 5.8384 0.297
H 8.0871 -7.9806 5.5448 0.213
```

**Highest occupied orbital energy**: -9.7988 eV
**Orbital gap**: 9.572 eV

Entry 4:
Entry from the Open Molecules 2025 dataset: a molecular structure, C23H46As2CoF6GeNO5S3Te in a non-equilibrium geometry (ωB97M-V with the def2-TZVPD basis set).

The geometry in XYZ format:
```
89
Properties=species:S:1:pos:R:3:mulliken_charge:R:1
Co -0.7610 0.2609 -0.7824 1.569
F -3.0926 3.0271 -4.4932 -0.215
C -2.1947 3.1212 -3.5289 0.654
F -1.1334 2.3763 -3.8382 -0.192
F -1.8113 4.3841 -3.3910 -0.198
S -2.9189 2.5561 -1.9214 1.097
O -1.7737 2.2951 -1.0660 -0.715
O -3.8621 3.5434 -1.5422 -0.610
N -3.6534 1.1953 -2.3278 -0.637
S -2.9306 -0.1304 -2.0150 0.945
O -1.6291 -0.3281 -2.6645 -0.752
O -2.7214 -0.4036 -0.5797 -0.623
C -4.0900 -1.3585 -2.7657 0.465
F -3.5592 -2.5586 -2.5681 -0.155
F -5.2675 -1.2829 -2.1777 -0.178
F -4.1917 -1.1121 -4.0527 -0.163
Te 0.5835 4.6473 -0.5304 0.070
C 1.6259 6.4338 -0.2715 0.156
C 2.0022 7.3221 -1.2402 -0.500
C 2.6808 8.4498 -0.7028 -0.423
C 2.8058 8.3958 0.6501 -0.535
S 2.0929 6.9745 1.2878 -0.082
H 1.8036 7.1930 -2.2944 0.417
H 3.0572 9.2650 -1.3034 0.367
H 3.2737 9.1106 1.3074 0.398
C -2.4094 -5.7534 1.1382 -1.080
C -1.9659 -5.5705 -0.3085 -0.696
C -0.7974 -4.5959 -0.4554 -0.256
C -1.1445 -3.1901 0.0454 -0.517
Ge 0.1905 -1.8512 -0.4717 0.201
C 1.8536 -1.8397 0.6020 0.827
C 2.3876 -3.2515 0.8839 -1.189
C 1.7335 -3.8923 2.1040 0.269
C 2.2082 -5.3165 2.3504 -1.640
H -3.1329 -6.5622 1.2369 0.423
H -2.8772 -4.8517 1.5383 0.229
H -1.5561 -5.9960 1.7781 0.226
H -2.8055 -5.2128 -0.9129 0.250
H -1.6770 -6.5370 -0.7275 0.436
H -0.4858 -4.5533 -1.5031 0.349
H 0.0584 -4.9913 0.1018 0.041
H -1.2623 -3.1794 1.1298 0.067
H -2.1074 -2.8823 -0.3664 0.586
H 0.6524 -2.1960 -1.9082 -0.223
H 1.7458 -1.3060 1.5466 -0.250
H 2.5790 -1.2645 0.0177 -0.014
H 3.4678 -3.2070 1.0538 0.558
H 2.2524 -3.9011 0.0114 0.290
H 0.6449 -3.8850 1.9918 -0.080
H 1.9514 -3.2696 2.9788 0.420
H 2.0111 -5.9515 1.4837 0.306
H 1.7068 -5.7620 3.2094 0.394
H 3.2825 -5.3482 2.5410 0.425
C 2.8340 -0.5377 -3.0700 -0.975
As 2.3216 1.0691 -2.1606 0.351
C 3.6904 1.5249 -0.9043 -0.977
C 2.2586 2.4344 -3.4926 -0.838
O 0.8197 0.9955 -1.4436 -0.367
H 3.8238 -0.3713 -3.4956 0.490
H 2.1169 -0.7351 -3.8644 0.356
H 2.8614 -1.3843 -2.3894 0.218
H 4.6167 1.6895 -1.4547 0.471
H 3.8330 0.7202 -0.1859 0.335
H 3.3930 2.4410 -0.3957 0.273
H 3.2036 2.4299 -4.0362 0.454
H 2.1072 3.3984 -3.0127 0.163
H 1.4375 2.2238 -4.1745 0.294
C -2.3387 -1.3005 2.7782 -1.567
C -0.9006 -0.7933 2.7231 0.518
As -0.5671 0.6876 1.4928 -0.242
C -1.7074 2.1364 2.1273 -0.486
C -3.2118 2.0052 1.9297 -0.693
C 1.1958 1.3721 1.9637 0.166
C 1.6148 1.1708 3.4142 -1.374
H -2.3638 -2.2605 3.2962 0.390
H -2.7684 -1.4482 1.7872 0.254
H -2.9852 -0.6215 3.3304 0.412
H -0.2272 -1.5972 2.4289 -0.504
H -0.5678 -0.4496 3.7038 0.747
H -1.3273 3.0298 1.6280 0.235
H -1.4483 2.2223 3.1867 0.629
H -3.4896 2.1330 0.8875 -0.089
H -3.7197 2.7851 2.4975 0.475
H -3.6033 1.0489 2.2663 0.125
H 1.1557 2.4345 1.7103 0.348
H 1.9025 0.9135 1.2760 -0.088
H 0.8724 1.5519 4.1173 0.330
H 2.5456 1.7041 3.6104 0.413
H 1.7824 0.1183 3.6477 0.237
```

**Highest occupied orbital energy (alpha / beta)**: -10.6218 / -10.5816 eV
**Orbital gap (alpha / beta)**: 7.942 / 6.209 eV
**Total charge**: +1
**Multiplicity**: 2

Entry 5:
Entry from the Open Molecules 2025 dataset: 8 unconnected molecules or ions with the total composition C23H46Cl6O14 in a non-equilibrium geometry (ωB97M-V with the def2-TZVPD basis set).

The geometry in XYZ format:
```
89
Properties=species:S:1:pos:R:3:mulliken_charge:R:1
C -1.1104 -3.7693 -0.6762 0.039
Cl -1.2967 -2.6626 0.6803 -0.032
Cl -0.1227 -5.1952 -0.1976 -0.177
H -2.0611 -4.1510 -1.0268 0.235
H -0.6019 -3.2593 -1.4866 -0.110
C 2.8289 -1.9436 -4.5402 -0.544
Cl 1.6435 -2.0508 -3.2307 0.042
Cl 2.2314 -2.7646 -5.9863 -0.167
H 2.9582 -0.9008 -4.8154 0.294
H 3.8070 -2.3363 -4.2836 0.340
C 0.7875 0.0616 -0.2606 1.273
Cl 1.7349 1.2642 -1.1048 -0.197
Cl 1.3072 -0.1784 1.4300 -0.169
H -0.2501 0.3720 -0.1573 -0.705
H 0.7856 -0.9298 -0.7017 -0.226
C -1.6667 1.5170 -2.7755 -0.370
C -1.2652 0.2509 -3.5017 -0.405
O -1.8484 -0.9439 -2.9628 -0.193
C -3.1603 -1.0637 -2.7734 0.869
O -3.9797 -0.2078 -2.9711 -0.600
O -3.3825 -2.3033 -2.3723 -0.272
C -4.7163 -2.6645 -2.0468 -0.739
H -2.6794 1.8246 -3.0253 0.486
H -0.9639 2.3264 -2.9758 0.062
H -1.6829 1.3624 -1.6944 -0.331
H -0.1877 0.1102 -3.5066 0.179
H -1.5795 0.2769 -4.5498 0.326
H -5.3317 -1.8226 -1.7365 0.301
H -4.6831 -3.3248 -1.1784 0.284
H -5.1555 -3.1919 -2.8918 0.283
C 4.7856 0.3026 0.2948 -1.012
C 4.5680 -0.7494 -0.7976 -0.352
O 3.7982 -1.8652 -0.3627 0.048
C 4.4600 -2.8557 0.2192 0.556
O 5.6150 -2.8698 0.5103 -0.573
O 3.5833 -3.8301 0.4052 -0.171
C 4.0577 -4.9676 1.1091 -0.825
H 5.2993 1.1818 -0.0874 0.343
H 5.4210 -0.1573 1.0530 0.377
H 3.8044 0.5249 0.7022 0.111
H 5.5226 -1.1285 -1.1687 0.488
H 4.0504 -0.2943 -1.6394 0.203
H 5.1045 -5.2088 0.9119 0.339
H 3.5028 -5.8183 0.7214 0.259
H 3.9650 -4.8235 2.1832 0.285
C -6.5313 1.1967 -0.0630 -1.482
C -5.0863 0.7230 0.0372 0.441
O -4.5640 1.1558 1.3061 -0.349
C -3.2397 1.1090 1.4263 0.590
O -2.4811 0.5622 0.6610 -0.198
O -2.9114 1.6008 2.6022 -0.449
C -1.5555 1.4870 3.0154 0.100
H -6.6384 2.1755 0.4029 0.393
H -7.1825 0.4680 0.4129 0.336
H -6.7971 1.3642 -1.1062 0.384
H -4.4610 1.1851 -0.7288 -0.003
H -4.9819 -0.3534 -0.0913 0.121
H -1.2833 0.4263 3.0739 0.016
H -1.4423 1.9298 3.9966 0.304
H -0.8924 1.8880 2.2467 -0.179
C 0.4953 6.5127 -4.4552 -1.323
C 0.0722 5.6045 -3.3011 0.109
O 0.3117 6.2861 -2.0654 -0.301
C 0.1313 5.6351 -0.9183 0.636
O 0.3802 6.1510 0.1270 -0.579
O -0.3040 4.3945 -1.0952 -0.157
C -0.6778 3.7024 0.0821 -0.394
H -0.2044 7.3423 -4.5450 0.320
H 0.5386 5.9665 -5.3937 0.384
H 1.4747 6.9411 -4.2339 0.329
H 0.5831 4.6469 -3.3589 0.198
H -1.0134 5.5115 -3.3728 0.228
H 0.1588 3.4918 0.7462 0.380
H -1.0884 2.7365 -0.2099 -0.195
H -1.4972 4.2007 0.6014 0.474
O 1.5534 -0.4854 7.1406 -0.557
C 2.1838 -1.3726 6.6191 0.691
O 1.8414 -1.9920 5.4985 -0.243
C 0.5714 -1.7063 4.9127 -0.259
C 0.3969 -2.5902 3.6829 -0.557
C 3.4769 -1.9274 7.1656 -1.073
H 0.4951 -0.6571 4.6228 0.242
H -0.2215 -1.9762 5.6117 0.325
H -0.5072 -2.2394 3.1928 0.053
H 0.4007 -3.5978 4.0941 0.406
H 1.2001 -2.4131 2.9703 0.082
H 3.7850 -1.4545 8.0956 0.330
H 4.2529 -1.7962 6.4130 0.282
H 3.3624 -2.9757 7.4464 0.291
```

**Highest occupied orbital energy**: -10.2150 eV
**Orbital gap**: 10.456 eV
**SMILES**: CCOC(=O)OC.CCOC(=O)OC.CCOC(=O)OC.CCOC(=O)OC.CCOC(C)=O.ClCCl.ClCCl.ClCCl